Entry 1:
# C16H24ClO12

A cluster of 5 separate species, C16H24ClO12 in total in a non-equilibrium geometry (ωB97M-V/def2-TZVPD, OMol25).

Geometry (Å):
Cl 0.325 -0.569 1.409
O -0.024 0.784 1.462
O -0.833 -1.360 1.047
O 1.219 -0.814 0.345
O 0.974 -0.966 2.610
O -2.922 4.435 -3.369
C -2.359 4.367 -2.280
O -2.113 3.190 -1.550
C -1.947 3.558 -0.181
C -1.430 4.978 -0.320
C -2.110 5.600 -1.418
H -1.421 2.881 0.492
H -2.904 3.800 0.281
H -0.368 5.015 -0.564
H -1.567 5.455 0.651
H -1.513 6.342 -1.948
H -3.025 6.051 -1.035
O -1.059 -7.026 2.129
C -0.222 -6.129 2.340
O -0.221 -5.330 3.332
C 0.763 -4.378 3.273
C 1.394 -4.466 1.881
C 0.951 -5.805 1.445
H 1.571 -4.539 3.987
H 0.212 -3.492 3.588
H 2.459 -4.245 1.821
H 1.042 -3.690 1.201
H 1.765 -6.451 1.772
H 0.775 -5.842 0.370
O -2.142 -3.651 -3.667
C -2.396 -2.574 -3.079
O -1.604 -1.548 -3.024
C -1.977 -0.482 -2.107
C -3.371 -0.923 -1.386
C -3.608 -2.263 -2.186
H -2.056 0.511 -2.551
H -1.222 -0.425 -1.322
H -4.160 -0.182 -1.522
H -3.356 -1.237 -0.343
H -4.366 -1.873 -2.865
H -4.033 -3.095 -1.625
O 4.023 3.513 -2.032
C 3.897 2.971 -0.908
O 4.533 3.480 0.246
C 4.227 2.738 1.370
C 4.136 1.426 0.692
C 3.282 1.700 -0.551
H 3.296 3.147 1.764
H 5.070 2.844 2.052
H 3.698 0.664 1.337
H 5.126 1.019 0.487
H 2.278 1.892 -0.173
H 3.312 0.990 -1.378

Calculated values
Charge: -1
Orbital gap (eV): 9.22


Entry 2:
# C16H24F12MgN8P2

A structure of composition C16H24F12MgN8P2 in a non-equilibrium geometry (ωB97M-V/def2-TZVPD, OMol25).

Geometry (Å):
Mg -0.606 0.292 0.049
P 5.217 -1.922 -1.797
F 6.571 -2.396 -2.423
F 4.560 -3.305 -2.305
F 5.461 -2.521 -0.232
F 3.836 -1.278 -1.316
F 5.921 -0.456 -1.330
F 4.886 -1.251 -3.232
P 0.503 3.173 -1.529
F 0.571 4.529 -2.400
F 1.645 2.531 -2.435
F 1.556 3.740 -0.522
F 0.427 1.761 -0.788
F -0.557 3.727 -0.469
F -0.604 2.587 -2.529
C -1.066 3.833 2.989
C -0.875 2.569 2.307
N -0.715 1.601 1.723
H -0.030 4.124 3.163
H -1.604 3.485 3.871
H -1.726 4.460 2.389
C 1.282 -2.251 -3.274
C 0.571 -1.402 -2.443
N -0.041 -0.677 -1.741
H 0.800 -2.434 -4.234
H 1.537 -3.179 -2.763
H 2.143 -1.620 -3.496
C 4.045 1.510 -2.926
C 4.153 2.957 -3.112
N 4.301 4.123 -3.374
H 5.032 1.100 -3.136
H 3.337 1.150 -3.672
H 3.851 1.183 -1.904
C -3.722 -2.704 1.904
C -2.651 -1.862 1.319
N -1.816 -1.175 0.869
H -3.531 -2.912 2.957
H -3.811 -3.638 1.348
H -4.627 -2.097 1.913
C 3.599 -0.083 1.777
C 2.236 -0.368 1.234
N 1.206 -0.576 0.764
H 3.987 0.688 1.111
H 4.202 -0.977 1.623
H 3.493 0.226 2.817
C -1.485 -6.123 0.804
C -0.988 -4.837 0.221
N -0.608 -3.834 -0.248
H -1.071 -6.357 1.785
H -1.379 -6.956 0.109
H -2.521 -5.918 1.074
C -6.275 0.461 4.772
C -5.103 0.396 3.953
N -4.173 0.316 3.282
H -7.125 0.963 4.310
H -6.003 0.876 5.743
H -6.434 -0.610 4.898
C -3.525 3.314 -1.370
C -2.837 2.056 -1.037
N -2.316 1.076 -0.835
H -3.915 3.383 -2.386
H -2.822 4.115 -1.140
H -4.364 3.414 -0.680

Calculated values
Orbital gap (eV): 8.65


Entry 3:
# C16H24F4GdN2

A structure of composition C16H24F4GdN2 in a non-equilibrium geometry (ωB97M-V/def2-TZVPD, OMol25).

Geometry (Å):
C 5.158 -1.831 0.984
C 5.322 -0.367 0.195
C 4.048 0.646 0.526
C 2.871 0.458 -0.646
C 1.777 1.681 -0.594
C 0.435 1.328 0.340
C -0.419 0.048 -0.179
C -2.047 0.199 -0.243
C -2.435 1.064 -1.623
N -2.840 1.752 -2.669
C -2.598 -1.345 -0.587
F -2.246 -2.319 0.513
C -1.962 -1.987 -1.954
C -1.172 -3.409 -1.578
C -2.759 0.883 1.056
C -2.919 2.534 0.974
C -2.008 0.517 2.508
N -1.203 0.329 3.521
C -4.333 0.379 1.325
F -4.397 -0.972 1.974
F -4.919 1.303 2.370
F -5.205 0.523 0.138
H 5.732 -2.680 0.383
H 3.995 -2.062 1.044
H 5.565 -1.757 2.093
H 5.427 -0.547 -0.968
H 6.335 0.104 0.579
H 3.639 0.475 1.612
H 4.503 1.748 0.524
H 2.284 -0.549 -0.544
H 3.433 0.567 -1.691
H 1.434 2.079 -1.650
H 2.302 2.585 -0.025
H 0.884 1.056 1.412
H -0.130 2.335 0.465
H 0.082 -0.268 -1.217
H -0.152 -0.856 0.555
H -3.760 -1.400 -0.715
H -2.852 -2.319 -2.672
H -1.281 -1.277 -2.581
H -0.246 -3.251 -0.880
H -0.754 -3.817 -2.618
H -1.929 -4.232 -1.172
H -2.155 3.066 0.276
H -2.702 2.944 2.074
H -3.997 2.871 0.584
Gd -1.805 3.774 -1.218

Calculated values
Spin multiplicity: 8
Expectation value of S²: 16.783
Charge: +3
Orbital gap (alpha / beta) (eV): 7.39 / 4.18


Entry 4:
# C16H24F6HgN5O7S3

A structure of composition C16H24F6HgN5O7S3 in a non-equilibrium geometry (ωB97M-V/def2-TZVPD, OMol25).

Geometry (Å):
Hg 0.693 -1.153 -1.432
C -1.646 2.612 -3.224
C -1.098 1.261 -2.841
N 0.083 1.040 -2.310
N 1.054 2.034 -2.246
C 2.235 1.651 -1.749
N 2.943 2.481 -0.988
S 2.824 0.071 -2.034
C -1.879 0.058 -2.842
C -3.283 0.044 -3.197
C -4.048 -1.107 -3.061
C -3.379 -2.285 -2.738
C -2.065 -2.208 -2.280
N -1.357 -1.096 -2.315
H -0.933 3.078 -3.893
H -2.599 2.479 -3.722
H -1.842 3.291 -2.350
H 0.731 3.038 -2.302
H 2.568 3.355 -0.646
H 3.633 2.109 -0.311
H -3.828 1.038 -3.286
H -5.084 -1.149 -3.406
H -3.894 -3.308 -2.810
H -1.636 -3.041 -1.771
C -1.786 1.966 0.905
O -1.552 0.668 0.532
C -2.495 -0.288 1.023
C -1.734 -1.330 1.759
O -0.699 -1.854 0.825
C -0.339 -3.140 1.360
C 0.848 -3.707 0.585
O 0.755 -3.318 -0.782
C 1.601 -4.188 -1.523
H -2.291 1.921 1.916
H -0.842 2.433 1.014
H -2.484 2.484 0.208
H -3.322 0.207 1.573
H -3.042 -0.738 0.163
H -1.125 -0.946 2.539
H -2.221 -2.185 2.228
H -0.086 -2.994 2.453
H -1.267 -3.809 1.249
H 1.812 -3.446 1.107
H 0.907 -4.812 0.684
H 2.628 -3.757 -1.551
H 1.540 -5.172 -1.018
H 1.238 -4.265 -2.552
F 4.752 -0.095 2.931
C 3.988 -0.055 1.826
F 4.162 -1.228 1.178
F 4.435 0.910 0.994
S 2.178 0.271 2.225
O 1.433 0.537 0.994
O 1.693 -0.868 2.989
N 2.565 1.623 3.120
S 1.518 2.394 4.092
O 0.126 2.117 3.787
O 2.029 2.420 5.463
C 1.663 4.153 3.467
F 1.581 4.997 4.548
F 0.739 4.458 2.613
F 2.906 4.337 2.835

Calculated values
Spin multiplicity: 2
Expectation value of S²: 0.769
Orbital gap (alpha / beta) (eV): 5.38 / 8.07


Entry 5:
# C16H24N2O2

An isolated molecule of C16H24N2O2 (ωB97M-V/def2-TZVPD, OMol25).

Geometry (Å):
C -7.255 -0.678 0.357
C -6.268 -1.320 -0.611
C -4.967 -0.531 -0.748
C -4.155 -0.505 0.545
O -2.855 0.041 0.332
C -2.780 1.383 0.313
O -3.723 2.122 0.489
N -1.533 1.876 0.089
C -0.284 1.276 -0.124
C 0.826 2.111 -0.198
C 2.094 1.605 -0.400
C 2.314 0.231 -0.546
N 3.563 -0.308 -0.816
C 3.973 -1.542 -0.178
C 4.641 -1.264 1.175
C 5.844 -0.344 0.986
C 5.411 0.930 0.263
C 4.703 0.552 -1.042
C 1.183 -0.594 -0.491
C -0.083 -0.091 -0.280
H -6.880 -0.708 1.376
H -8.206 -1.205 0.330
H -7.429 0.361 0.086
H -6.731 -1.386 -1.598
H -6.043 -2.337 -0.283
H -5.186 0.497 -1.040
H -4.349 -0.982 -1.529
H -4.666 0.089 1.307
H -3.978 -1.518 0.916
H -1.513 2.887 0.115
H 0.698 3.179 -0.087
H 2.914 2.305 -0.433
H 3.118 -2.200 -0.037
H 4.686 -2.045 -0.841
H 4.950 -2.205 1.633
H 3.912 -0.785 1.834
H 6.287 -0.098 1.953
H 6.603 -0.858 0.391
H 6.276 1.560 0.048
H 4.726 1.493 0.901
H 4.391 1.437 -1.598
H 5.404 -0.005 -1.675
H 1.285 -1.658 -0.637
H -0.920 -0.767 -0.247

Calculated values
Orbital gap (eV): 8.07
Structure (SMILES): CCCCOC(=O)Nc1ccc(N2CCCCC2)cc1